# 1
DFT (the ωB97M-V functional and the def2-TZVPD basis) results for a structure of composition C36H39ClINO3PS2SbZn in a non-equilibrium geometry.

Geometry as XYZ:
```
86
Properties=species:S:1:pos:R:3
Zn -0.92515 -1.23552 -0.53501
Cl -1.55145 4.60998 2.64609
C -1.24245 2.96338 2.21769
C -1.32015 1.99558 3.18819
C -1.09335 0.66578 2.86459
I -1.27155 -0.83742 4.31629
C -0.76745 0.24218 1.58429
O -0.50455 -0.99442 1.32159
C -0.72325 1.25218 0.57079
N -0.49565 0.83598 -0.69111
C -0.41825 1.71958 -1.65761
C -0.54245 3.09408 -1.43631
C -0.83085 3.54398 -0.17531
C -0.93825 2.62238 0.88369
H -1.56365 2.26578 4.20399
H -0.24185 1.32668 -2.64821
H -0.42635 3.77458 -2.26291
H -0.98415 4.59378 0.02259
C 5.39085 -0.68312 0.95789
C 5.21225 -2.03142 0.32819
C 6.29265 -2.90992 0.38449
C 6.24445 -4.16952 -0.17881
C 5.09735 -4.56772 -0.84381
C 4.01235 -3.71242 -0.89611
C 4.04805 -2.45402 -0.30821
Sb 2.10225 -1.42612 -0.50761
C 2.37165 0.43898 0.54999
C 2.39485 1.63408 -0.15011
C 2.43265 2.84438 0.51889
C 2.43395 2.86228 1.90159
C 2.40475 1.67008 2.60319
C 2.36575 0.44648 1.94369
C 2.30715 -0.83112 2.71639
C 2.28775 -0.79922 -2.58371
C 1.14935 -1.02732 -3.34301
C 1.11645 -0.78002 -4.70301
C 2.26205 -0.32052 -5.32821
C 3.40405 -0.09192 -4.58271
C 3.43835 -0.31672 -3.21021
C 4.69525 -0.02762 -2.45261
H 6.42745 -0.36502 0.85979
H 5.15725 -0.72592 2.02169
H 4.74865 0.06338 0.50289
H 7.19115 -2.58462 0.88689
H 7.09545 -4.83142 -0.10871
H 5.04495 -5.53962 -1.31161
H 3.11415 -4.03182 -1.41241
H 2.37285 1.62778 -1.23281
H 2.45565 3.76778 -0.04031
H 2.45985 3.80438 2.42989
H 2.40565 1.68398 3.68459
H 2.59985 -0.67282 3.75159
H 2.95085 -1.58992 2.26769
H 1.29065 -1.22592 2.70049
H 0.25025 -1.41192 -2.85831
H 0.21265 -0.95502 -5.26611
H 2.26365 -0.13802 -6.39171
H 4.29675 0.26718 -5.07411
H 5.40915 0.50328 -3.07841
H 5.15615 -0.95402 -2.11251
H 4.48125 0.58088 -1.57601
C -4.74805 -1.96722 2.26119
C -5.94795 -2.39942 1.43829
C -7.21335 -1.70292 1.92049
O -5.76535 -2.18622 0.02719
P -5.14825 -0.98372 -0.79181
S -5.53145 -1.24342 -2.68041
S -3.15395 -0.67432 -0.15941
O -5.84465 0.27598 -0.07721
C -5.57575 1.66798 -0.21161
C -4.95415 2.03388 -1.54801
C -4.70225 2.13348 0.95299
H -4.89685 -2.25712 3.29829
H -4.63815 -0.88682 2.20149
H -3.83735 -2.42922 1.88919
H -6.07805 -3.48892 1.50419
H -7.08995 -0.62552 1.85189
H -7.40015 -1.97652 2.95669
H -8.06785 -1.99392 1.31429
H -6.56895 2.12988 -0.12541
H -3.99935 1.52518 -1.66301
H -4.78785 3.10658 -1.58021
H -5.60475 1.74518 -2.36851
H -3.73375 1.64238 0.90669
H -5.17255 1.88718 1.90219
H -4.54735 3.20918 0.90839
```

spin multiplicity: 1
HOMO: -7.666 eV
molar mass: 978.3 u
total charge: 0

=====

# 2
DFT (the ωB97M-V functional and the def2-TZVPD basis) results for a structure of composition C36H39CoN4O4PSe2.

Geometry as XYZ:
```
87
Properties=species:S:1:pos:R:3
Co -0.61029 0.74685 -0.07382
C 4.56469 -1.21764 1.31150
C 3.97329 -1.27163 -0.07644
C 4.71432 -1.95615 -1.04008
C 4.30063 -2.06843 -2.35670
C 3.11618 -1.47035 -2.75350
C 2.36531 -0.79629 -1.80899
C 2.75509 -0.70042 -0.47500
P 1.57167 0.27623 0.52019
C 1.67344 -0.37634 2.22844
C 1.97521 0.49074 3.27707
C 2.10553 0.02131 4.57527
C 1.91410 -1.32709 4.83565
C 1.57857 -2.18657 3.79980
C 1.45678 -1.73793 2.48683
C 1.16162 -2.72792 1.39399
C 2.33485 1.91326 0.57934
C 3.69598 2.16697 0.76281
C 4.15995 3.46656 0.75882
C 3.26037 4.51499 0.56192
C 1.91790 4.25559 0.36841
C 1.42919 2.94356 0.37174
C -0.02777 2.63269 0.15682
H 5.65055 -1.15238 1.23773
H 4.32956 -2.12785 1.86772
H 4.21633 -0.38034 1.90739
H 5.65404 -2.40428 -0.73919
H 4.90917 -2.60983 -3.06923
H 2.77201 -1.53331 -3.77759
H 1.43901 -0.32958 -2.10833
H 2.13381 1.54196 3.07191
H 2.35288 0.70579 5.37580
H 2.01754 -1.70950 5.84279
H 1.42062 -3.23847 4.00567
H 0.63187 -3.59246 1.79425
H 2.08227 -3.09241 0.93480
H 0.55417 -2.31312 0.59006
H 4.39362 1.34929 0.89204
H 5.21357 3.66842 0.89646
H 3.61869 5.53624 0.54913
H 1.22601 5.07229 0.19994
H -0.36997 3.17088 -0.73757
H -0.58230 3.07699 0.99309
C -1.32468 -0.08403 3.93508
Se -2.06942 -0.07675 2.14318
C -2.30759 -2.00351 1.92723
C -3.74598 -2.37339 1.62579
Se -4.55511 -1.36330 0.15881
C -5.74846 -0.28365 1.24699
H -0.45206 -0.72914 3.98080
H -2.08656 -0.41263 4.63854
H -1.03047 0.93715 4.16787
H -1.98935 -2.45548 2.86912
H -1.64868 -2.32313 1.12712
H -4.38152 -2.20263 2.49452
H -3.80200 -3.42884 1.35996
H -6.47560 -0.90844 1.76059
H -6.26999 0.39333 0.57226
H -5.16560 0.29590 1.96030
N -4.88774 3.97770 0.36406
C -4.27995 2.97635 -0.34317
C -3.07916 2.40409 0.10473
N -2.47489 1.45238 -0.58520
C -3.06282 1.03165 -1.71488
C -4.22953 1.62254 -2.15140
N -4.84316 2.59341 -1.48068
H -4.64343 4.11930 1.32752
H -5.82392 4.21555 0.08520
H -2.62937 2.71496 1.03759
H -2.61491 0.19567 -2.22347
H -4.69328 1.29408 -3.07273
O -0.61109 -3.17262 -1.30646
C -0.76915 -1.99675 -1.61605
O -1.05232 -1.05585 -0.80003
C -0.65533 -1.64524 -3.09676
C -0.66263 -2.67683 -4.03072
C -0.56515 -2.41298 -5.39003
C -0.44003 -1.10787 -5.84262
C -0.42928 -0.09773 -4.90008
C -0.54178 -0.33759 -3.54515
N -0.30191 1.30400 -5.35471
O -0.05115 1.49318 -6.52867
O -0.46183 2.17914 -4.52424
H -0.73992 -3.68880 -3.65842
H -0.57925 -3.22601 -6.10293
H -0.35321 -0.86684 -6.89146
H -0.52085 0.49936 -2.85834
```

ΔE to the lowest compared entry with this formula, charge and spin: 0.0 kcal/mol
spin multiplicity: 2
<S²>: 0.782
HOMO (spin up / spin down): -8.040 / -8.066 eV
molar mass: 839.6 u
total charge: 0

=====

# 3
DFT (the ωB97M-V functional and the def2-TZVPD basis) results for a structure of composition C36H40CdN9O3 in a non-equilibrium geometry.

Geometry as XYZ:
```
89
Properties=species:S:1:pos:R:3
Cd -7.39531 16.87066 2.36885
N -9.59029 19.29313 1.28033
O -9.20536 20.44879 1.32861
O -10.72141 18.95582 0.92990
O -8.77539 18.35693 1.61548
N -14.13962 23.57863 -1.49217
C -13.33159 24.49496 -0.87907
C -12.38972 23.80640 -0.15536
C -12.64298 22.41520 -0.35253
C -13.79404 22.30552 -1.08755
H -14.90414 23.81606 -2.09514
H -13.47290 25.55389 -1.00810
H -11.62523 24.20020 0.48913
H -12.10130 21.60842 0.10493
H -14.43045 21.49948 -1.41333
N -8.12181 19.83625 -1.57671
C -6.89914 19.49058 -2.05373
C -7.09331 18.52384 -3.01875
C -8.48797 18.32634 -3.12924
C -9.10320 19.13779 -2.20807
H -8.30222 20.57855 -0.92080
H -6.02113 19.99006 -1.68548
H -6.26684 18.23503 -3.65052
H -8.97685 17.57748 -3.73443
H -10.11514 19.20895 -1.84854
N -12.47148 17.09010 -0.49456
C -13.42106 16.56486 -1.31404
C -13.71477 15.29146 -0.87960
C -12.83303 15.02133 0.20744
C -12.11445 16.16487 0.45754
H -11.97014 17.94519 -0.66089
H -13.75022 17.03043 -2.22754
H -14.37460 14.57333 -1.33419
H -12.83812 14.08452 0.74535
H -11.33552 16.37892 1.16664
N -12.91836 20.44737 5.17442
C -12.23853 20.57963 6.36114
C -10.91587 20.43848 6.06912
C -10.77464 20.29204 4.66496
C -12.05534 20.25690 4.14776
H -13.91858 20.41184 5.09893
H -12.79711 20.54458 7.27817
H -10.04396 20.52631 6.69755
H -9.87247 20.20802 4.08467
H -12.38986 20.09235 3.13528
N -7.49559 18.03673 4.26448
C -7.68522 17.48924 5.47516
C -7.64797 18.18737 6.64742
C -7.51970 19.57259 6.59344
C -7.25678 20.14961 5.36237
C -7.25182 19.35026 4.22650
H -7.86965 16.42097 5.43815
H -7.73201 17.68494 7.60000
H -7.61089 20.25513 7.42864
H -7.17518 21.21642 5.20193
H -7.17986 19.85202 3.26527
N -9.24626 15.78092 2.96513
C -10.27920 16.36785 3.56848
C -11.44777 15.72304 3.88726
C -11.60098 14.39484 3.51841
C -10.57776 13.78760 2.79413
C -9.38568 14.48460 2.66317
H -10.13730 17.40019 3.87139
H -12.26702 16.22726 4.37830
H -12.51132 13.87073 3.77827
H -10.65257 12.72813 2.58984
H -8.60726 14.00530 2.07285
N -9.04054 24.73635 3.93308
C -9.87561 24.99391 4.93426
C -11.13518 24.40697 5.07272
C -11.58377 23.62069 4.04550
C -10.76789 23.43590 2.94979
C -9.49407 23.99444 2.93514
H -9.55878 25.78441 5.60821
H -11.70268 24.73894 5.93233
H -12.51694 23.07896 4.13045
H -11.02340 22.64973 2.25138
H -8.83834 23.84756 2.08371
N -7.07201 15.82658 0.54121
C -6.14644 14.86022 0.37496
C -5.72338 14.46893 -0.86103
C -6.33300 14.98267 -1.99994
C -7.35486 15.90503 -1.81185
C -7.64522 16.35212 -0.55377
H -5.62651 14.49208 1.25093
H -5.02437 13.64752 -0.95931
H -6.01124 14.70593 -2.99292
H -7.91821 16.32260 -2.63510
H -8.45416 17.05097 -0.37397
```

ΔE to the lowest compared entry with this formula, charge and spin: 0.0 kcal/mol
spin multiplicity: 1
HOMO: -9.617 eV
molar mass: 759.2 u
total charge: +1

=====

# 4
DFT (the ωB97M-V functional and the def2-TZVPD basis) results for a structure of composition C36H40CoN2O2P2S2Se2.

Geometry as XYZ:
```
87
Properties=species:S:1:pos:R:3
Co 0.16021 -0.78254 -0.32024
S 0.19256 1.74529 -1.38754
P 1.87292 1.34047 -0.34257
C 1.72913 0.13018 0.83293
P 0.80556 0.43128 2.22248
S -1.20601 0.40006 2.07786
C 1.25633 -0.83655 3.47166
C 0.76979 -0.73823 4.77203
C 1.12041 -1.67724 5.72595
C 1.95036 -2.73932 5.38161
C 2.42935 -2.84675 4.08455
C 2.09192 -1.89112 3.13461
C 1.28941 1.94126 3.14327
C 2.53344 2.00010 3.76537
C 2.92327 3.13767 4.44785
C 2.07498 4.23594 4.50726
C 0.83913 4.18624 3.88248
C 0.44620 3.04083 3.20628
C 3.18515 0.83460 -1.50602
C 4.00061 -0.24963 -1.21760
C 5.02440 -0.60052 -2.08503
C 5.23338 0.12890 -3.24498
C 4.41389 1.21232 -3.53895
C 3.39366 1.56225 -2.67187
C 2.60977 2.92861 0.21424
C 3.87333 2.90684 0.79874
C 4.48493 4.08303 1.18896
C 3.83861 5.29847 1.00028
C 2.57953 5.32614 0.42394
C 1.96730 4.14371 0.03192
H 0.10995 0.08320 5.03076
H 0.74657 -1.58559 6.73861
H 2.22309 -3.47807 6.12519
H 3.07306 -3.67333 3.80999
H 2.46196 -1.94484 2.11748
H 3.20083 1.14730 3.70860
H 3.89421 3.17370 4.92643
H 2.38192 5.13030 5.03467
H 0.17792 5.04325 3.91733
H -0.52187 2.98550 2.72215
H 3.80140 -0.81867 -0.31749
H 5.64814 -1.45752 -1.86254
H 6.02699 -0.15094 -3.92689
H 4.56670 1.77835 -4.44982
H 2.73878 2.39426 -2.90537
H 4.37506 1.95665 0.94399
H 5.46689 4.05495 1.64544
H 4.31672 6.22007 1.30743
H 2.06822 6.26990 0.27958
H 0.98375 4.15283 -0.42218
O -1.27511 -2.53491 -6.07982
C -1.48776 -2.87598 -4.70441
C -1.53109 -1.59746 -3.86265
C -2.32945 -0.51130 -4.59490
O -3.55107 -0.98337 -5.14977
C -2.23886 -2.00050 -2.56622
Se -2.19548 -0.67203 -1.14239
C -0.10315 -1.07215 -3.66284
Se 0.96249 -2.01396 -2.31488
H -1.00188 -3.32733 -6.54562
H -0.67137 -3.49980 -4.32602
H -2.43077 -3.42921 -4.61024
H -1.70246 -0.07262 -5.37862
H -2.58885 0.28224 -3.89072
H -3.29721 -1.55396 -5.88552
H -1.72754 -2.86888 -2.14144
H -3.28305 -2.22741 -2.78373
H -0.12435 -0.01484 -3.38992
H 0.41598 -1.15386 -4.61991
N -0.05106 -2.62591 0.88637
C -0.85261 -2.92206 1.66809
N -1.77251 -3.27530 2.53699
C -1.38715 -3.36587 3.95780
C -2.14526 -2.32616 4.76768
C -3.66651 -2.53214 4.66038
C -4.04617 -3.28740 3.38116
C -3.15478 -2.87044 2.22506
H -0.30944 -3.20808 4.02230
H -1.60172 -4.37952 4.31220
H -1.86470 -1.34514 4.38132
H -1.81548 -2.37003 5.80774
H -4.15642 -1.55627 4.65867
H -4.04927 -3.07528 5.52788
H -5.08829 -3.10201 3.11896
H -3.94428 -4.36660 3.52716
H -3.19687 -1.78502 2.08135
H -3.45026 -3.35057 1.29047
```

spin multiplicity: 5
<S²>: 6.018
HOMO (spin up / spin down): -4.018 / -4.060 eV
molar mass: 875.7 u
total charge: -1

=====

# 5
DFT (the ωB97M-V functional and the def2-TZVPD basis) results for a structure of composition C36H40F3N5O2S2Sb2V.

Geometry as XYZ:
```
91
Properties=species:S:1:pos:R:3
V -0.92900 -0.19848 0.26968
C -3.00061 0.44393 2.75802
O -2.50843 0.75377 1.44646
C -3.15134 1.77197 0.76242
C -4.06614 2.62342 1.34776
C -4.65231 3.61633 0.57030
C -4.32271 3.73000 -0.76954
C -3.40219 2.86639 -1.34570
C -2.79103 1.88020 -0.58066
N -1.81922 0.96956 -1.05735
N -1.65368 1.06045 -2.37102
C -0.81666 0.20345 -2.99482
C -0.09004 -0.84313 -2.39889
O -0.15325 -1.12306 -1.10653
C 0.77098 -1.65743 -3.17946
C 0.92218 -1.44766 -4.51250
C 0.19698 -0.41142 -5.17386
C 0.34990 -0.18857 -6.55922
C -0.34428 0.80643 -7.19176
C -1.22578 1.61338 -6.45219
C -1.39016 1.41615 -5.10550
C -0.67848 0.40229 -4.43019
H -4.08010 0.30480 2.71425
H -2.74283 1.24996 3.44512
H -2.52851 -0.48605 3.05206
H -4.32067 2.53521 2.39292
H -5.37117 4.28814 1.01976
H -4.79077 4.49211 -1.37967
H -3.14445 2.93961 -2.39104
H 1.30372 -2.44800 -2.66488
H 1.59099 -2.07062 -5.09437
H 1.02999 -0.82352 -7.11493
H -0.22119 0.96977 -8.25439
H -1.78423 2.39520 -6.95158
H -2.07482 2.03040 -4.53870
F -1.50641 -2.93309 4.84673
C -0.18951 -2.95444 4.57339
F 0.44547 -3.12152 5.74994
F 0.04987 -4.05209 3.84533
C 0.25288 -1.69329 3.88595
C 1.09766 -0.81163 4.52600
C 1.49418 0.37028 3.90564
C 1.00096 0.62846 2.64731
N 0.17744 -0.21910 2.02709
C -0.20657 -1.38830 2.58766
S -1.24607 -2.32711 1.58165
H 1.45630 -1.04904 5.51858
H 2.16752 1.06395 4.38558
H 1.26298 1.52128 2.09334
C 1.33602 -3.97670 -0.21028
Sb 2.44129 -2.32264 0.57829
C 3.46419 -3.49975 2.05673
C 4.07080 -2.44835 -0.85643
C 5.14074 -1.45798 -0.52048
C 6.17025 -1.84181 0.34096
C 7.15877 -0.95801 0.73958
C 7.13665 0.34614 0.26720
C 6.13065 0.73745 -0.59958
C 5.12321 -0.13946 -1.00560
C 4.07664 0.34498 -1.95488
Sb 2.36265 1.37543 -1.10180
C 1.90197 2.17990 -3.04659
C 3.45181 3.09232 -0.42408
H 2.01677 -4.71499 -0.63627
H 0.62928 -3.63647 -0.96560
H 0.76814 -4.43315 0.60037
H 3.85832 -4.41196 1.60641
H 2.76770 -3.76946 2.85114
H 4.28273 -2.92716 2.49118
H 3.66947 -2.31515 -1.86073
H 4.44599 -3.47016 -0.77757
H 6.19185 -2.86513 0.69833
H 7.94482 -1.28868 1.40643
H 7.90439 1.05096 0.55994
H 6.12457 1.74946 -0.98885
H 3.65292 -0.46421 -2.55047
H 4.49736 1.07184 -2.65323
H 2.62730 2.95553 -3.29436
H 0.89167 2.57544 -3.13496
H 1.98358 1.36669 -3.76999
H 4.02185 3.52396 -1.24765
H 4.13595 2.80795 0.37535
H 2.74533 3.82508 -0.03468
N -0.68816 5.83139 0.06611
C -0.41692 4.52912 -0.15777
N -0.31705 4.15008 -1.44026
S -0.17897 3.44982 1.09877
H -1.00755 6.43803 -0.66908
H -0.84946 6.10534 1.01831
H -0.38171 4.79700 -2.20683
H -0.15227 3.17716 -1.64147
```

ΔE to the lowest compared entry with this formula, charge and spin: 0.0 kcal/mol
spin multiplicity: 4
<S²>: 3.807
HOMO (spin up / spin down): -6.539 / -7.671 eV
molar mass: 990.3 u
total charge: 0

=====

Question: What is the molar mass in the second record?
Answer: 839.6 u

=====

Question: Among the records above, which one has the lowest total charge?
Answer: C36H40CoN2O2P2S2Se2

=====

Question: What is the formula in the second record?
Answer: C36H39CoN4O4PSe2

=====

Question: The lowest total charge belongs to which entry?
Answer: C36H40CoN2O2P2S2Se2